DFT (ωB97M-V/def2-TZVPD) results for a molecular structure, C16H20NO2SiZn.

largest force on an atom	0.30	eV Å⁻¹
lowest unoccupied orbital energy	3.0	eV
highest occupied orbital energy	-4.577	eV
calculated total energy	-2895.874497	Eh
orbital gap	7.57	eV
charge	-1

Each line ends with the Mulliken charge.
CARTESIAN COORDINATES (ANGSTROEM)
Zn 0.2213 -0.7690 0.2058  -0.2196
Si -0.7709 -1.5157 -2.7043  0.2889
O 2.4660 -1.0683 0.1216  -0.5646
O 1.3424 -2.3119 1.5754  -0.6128
N -0.4059 -0.1848 2.4235  -0.0779
C 0.4856 2.1366 -0.8981  0.8522
C 0.3028 3.3102 1.5909  -0.8686
C 0.4917 4.1114 0.4771  -0.5500
C -1.9142 -0.0306 -2.9179  -1.0242
C -0.3496 -0.6781 4.7553  -0.7372
C 0.0193 1.0621 2.6530  0.8031
C 0.2858 1.4858 3.9583  -0.8658
C 0.2111 1.9232 1.4525  0.5860
C 0.9723 -1.0340 -3.2327  -0.9769
C 0.0932 0.6128 5.0107  -0.2834
C 2.4014 -1.9509 1.0106  0.0047
C -0.8050 -2.0837 -0.9676  -0.7210
C -0.5692 -1.0306 3.4362  -0.1059
C -1.3468 -2.7758 -4.0006  -1.0580
C 0.5860 3.5175 -0.7765  -0.8767
C 0.2969 1.2902 0.2007  -0.3954
H 0.3045 0.9309 6.0248  0.3945
H 0.5606 1.7055 -1.8933  0.2590
H -1.3000 -2.3425 -5.0060  0.2517
H 1.4516 -0.4025 -2.4785  0.2609
H -0.3388 -3.0705 -0.8609  0.4062
H -0.8745 -2.0345 3.1657  0.3760
H 0.2108 3.7829 2.5633  0.2572
H 0.9846 -0.5052 -4.1915  0.3027
H -1.7087 0.7311 -2.1604  0.3292
H 0.5612 5.1876 0.5840  0.3516
H 0.7341 4.1363 -1.6556  0.3794
H 1.5930 -1.9303 -3.3351  0.3056
H 0.6664 2.4811 4.1402  0.2692
H -0.4969 -1.3964 5.5505  0.3628
H -1.8098 0.4301 -3.9054  0.2632
H -1.8437 -2.1711 -0.6224  0.3887
H 3.3423 -2.4413 1.3172  0.4032
H -2.3781 -3.0941 -3.8182  0.2561
H -2.9569 -0.3435 -2.8009  0.3134
H -0.7157 -3.6702 -3.9914  0.2727